# 1
The following is a quantum chemistry calculation of a 2-piece molecular cluster, C6H10NOS overall in a non-equilibrium geometry, from OMol25.

Properties
LUMO level = -3.40 eV
Relative energy (zero: lowest compared OMol25 entry of this formula, charge and spin) = 51.26 kJ/mol
Kohn-Sham gap = 0.354 Eh
Electronic energy = -762.524182 Ha
Largest force on an atom = 5.426 eV/A
Net charge = +1

Structure (XYZ):
```
19
Properties=species:S:1:pos:R:3:forces:R:3
C -2.24592 0.93887 -0.15845 0.4304 1.3917 -3.3904
C -1.65927 0.15433 -1.27822 -0.5480 1.2224 1.1365
C -2.74203 0.16236 0.81664 -0.3022 0.6677 1.9571
C -1.65293 -1.17334 -0.90745 -0.5217 -0.7458 -3.0512
C 1.17621 0.74734 0.70720 4.9926 1.2329 -1.7323
C 1.72611 -0.44253 0.02140 1.1094 1.3969 -0.6072
N 3.02920 -0.52491 -0.09596 1.7815 1.6552 -0.2051
O 1.07844 -1.38253 -0.47680 -1.7924 -1.7293 -0.8528
S -2.57247 -1.48918 0.46772 0.2360 -0.5065 1.4197
H -2.46060 2.03793 -0.28307 0.6101 -1.2812 0.5516
H -1.34977 0.55520 -2.28792 -0.2426 -0.5039 1.4883
H -3.07439 0.59105 1.80897 -0.0396 -0.9985 -1.4141
H 1.14814 0.51128 1.68244 -0.3428 -0.9508 3.7584
H 1.89752 1.64194 0.67290 -0.7902 -1.4672 -0.1655
H 0.30091 1.09788 0.41191 -4.0863 1.0079 -1.5523
H -1.54601 -1.97830 -1.68704 0.0157 0.6943 1.0267
H 3.56073 -1.27286 -0.51417 -0.6838 -0.5731 -0.1458
H 3.55120 0.36155 -0.18558 -0.4906 -0.7097 0.8696
H 0.06931 -1.25198 -0.68644 0.6644 0.1968 0.9090
```
Forces are in eV/Å.

=====

# 2
The following is a quantum chemistry calculation of C3H3CrLiO4 as an isolated structure in a non-equilibrium geometry, from OMol25.

Properties
LUMO level (spin up / spin down) = -0.81 / -0.57 eV
Multiplicity = 5
Kohn-Sham gap (spin up / spin down) = 0.229 / 0.168 Eh
Electronic energy = -1469.026996 Ha
Largest force on an atom = 3.436 eV/A

Structure (XYZ):
```
12
Properties=species:S:1:pos:R:3:forces:R:3
C -0.36128 0.06502 -1.67144 3.1937 0.5422 -1.1459
O 0.12003 -0.75705 -2.43320 -1.0327 -0.1720 0.6607
O -0.93274 1.16396 -1.96358 -1.1063 0.1625 0.3133
C 0.14889 0.04963 -0.18806 -2.2557 -0.3099 -0.1776
O -0.06716 0.99483 0.55491 0.2076 0.0705 0.6243
O 0.53461 -1.12434 0.20575 0.3494 -0.4131 0.0893
C 0.53659 -1.38696 1.61592 0.3494 0.2184 0.3394
H -0.48120 -1.28507 2.01071 0.2157 -0.0490 -0.1215
H 0.89951 -2.41109 1.72558 -0.1088 0.2684 -0.0232
H 1.19602 -0.67882 2.13132 -0.1493 -0.2405 -0.0809
Cr -0.24841 2.98230 -2.35558 -0.2290 0.1057 0.2293
Li -1.34485 2.38760 0.36769 0.5661 -0.1832 -0.7071
```
Forces are in eV/Å.

=====

# 3
The following is a quantum chemistry calculation of C38H53BBrN12O7PSY as an isolated structure in a non-equilibrium geometry, from OMol25.

Properties
LUMO level (spin up / spin down) = 0.13 / -2.24 eV
Multiplicity = 2
Relative energy (zero: lowest compared OMol25 entry of this formula, charge and spin) = 131.36 kJ/mol
Kohn-Sham gap (spin up / spin down) = 0.295 / 0.208 Eh
Electronic energy = -6040.775381 Ha
Largest force on an atom = 1.515 eV/A

Structure (XYZ):
```
115
Properties=species:S:1:pos:R:3:forces:R:3
Y 0.03780 0.34420 0.09940 0.5242 -0.9988 0.4772
N 0.09410 -0.22650 2.90360 -0.2149 -0.0463 -0.0714
C -0.84090 0.61790 3.63880 -0.2758 -0.1946 0.1618
C -2.12790 0.74690 2.82650 0.1060 -0.1299 1.4115
O -3.21350 0.73300 3.39440 0.1816 0.1089 -0.1629
N -1.91680 0.88680 1.49890 -0.5279 0.3297 -1.3809
C -3.06740 0.94660 0.72420 -0.3713 0.1094 1.0132
C -3.01270 -0.22520 -0.44820 -1.0388 0.0058 0.3161
O -4.09900 -0.58500 -0.80100 -0.1312 0.0929 -0.0955
O -1.85740 -0.58570 -0.70500 1.3348 -0.1992 -0.2724
H -0.28510 -1.17190 2.90000 0.1310 -0.0044 -0.0440
H 0.98940 -0.26250 3.38700 -0.0353 -0.0315 -0.3012
H -0.39870 1.60750 3.78330 -0.0517 -0.0280 -0.0495
H -1.11260 0.21500 4.62670 0.0358 0.1816 -0.2170
H -3.07640 1.80000 0.05090 -0.1091 -0.1656 -0.0664
H -3.99510 0.83110 1.29700 0.2081 0.0662 -0.2675
C 0.87960 -0.36510 -3.46060 -0.0534 0.1362 0.1512
C 2.07510 -0.21190 -2.59490 0.3253 0.0207 0.0015
C 3.41560 -0.27280 -2.99070 -0.0540 0.0445 0.1571
C 4.13740 -0.12130 -1.83010 -0.0793 0.0030 -0.3202
N 3.27270 0.01490 -0.81460 0.5042 -0.0740 -0.1134
N 2.00220 -0.02410 -1.27800 -0.0871 0.1580 -0.3239
B 3.56320 0.17840 0.68200 -0.4479 -0.3736 -0.2325
N 2.98900 1.53720 1.11190 0.4981 0.2960 0.2398
C 3.67640 2.68050 1.26140 -0.2094 0.1469 -0.0141
C 2.78450 3.69460 1.51710 -0.1399 -0.1924 -0.0111
C 1.52580 3.08310 1.48170 0.3746 0.1053 0.0712
C 0.21030 3.74640 1.67000 -0.0936 -0.2580 -0.1327
N 1.66320 1.77900 1.22270 -0.1481 0.1917 0.0530
N 2.87630 -1.00120 1.43010 0.1209 0.0538 0.2185
C 3.45490 -1.79470 2.34970 0.0089 -0.2100 0.1893
C 2.63730 -2.87280 2.57620 -0.0042 0.2044 -0.0872
C 1.54410 -2.66830 1.72710 0.1719 -0.0004 0.0212
C 0.39880 -3.59210 1.53460 0.0248 0.2031 -0.1369
N 1.69290 -1.52880 1.05300 -0.4067 -0.0242 -0.1729
N 5.04160 0.08660 1.01460 0.2735 0.4914 0.4602
C 5.60400 0.40760 2.20710 0.2046 0.0637 -0.0024
C 6.84580 -0.17260 2.26900 -0.2569 0.0670 -0.0628
C 6.97110 -0.86280 1.04810 -0.2158 0.1833 0.2048
C 8.10290 -1.71550 0.59460 -0.1229 -0.0509 -0.0537
N 5.88280 -0.69920 0.32120 0.2115 -0.5957 -0.4773
H 0.88320 0.40440 -4.22860 -0.0852 -0.0098 0.0072
H -0.02680 -0.28230 -2.85760 -0.0935 0.0233 -0.3082
H 0.89550 -1.33370 -3.96270 -0.0762 -0.0534 0.0747
H 3.79970 -0.40640 -3.98070 0.0645 -0.0433 -0.2202
H 5.19410 -0.12540 -1.65340 0.0289 -0.0117 0.0011
H 4.74000 2.71600 1.14760 0.2354 -0.0912 0.0287
H 2.99340 4.73170 1.68610 0.0583 0.1652 0.0313
H 0.33160 4.82480 1.58030 -0.0600 -0.0010 -0.0146
H -0.22070 3.52840 2.64840 0.0032 0.0200 0.0228
H -0.48120 3.40490 0.90050 -0.0755 0.1989 0.1523
H 4.40570 -1.57330 2.78860 0.2412 0.0888 -0.0478
H 2.80640 -3.70150 3.23430 0.0528 -0.1333 0.1167
H 0.76230 -4.53260 1.12090 -0.0368 -0.1000 -0.0708
H -0.31740 -3.14890 0.84880 0.0206 -0.2784 0.1390
H -0.08830 -3.80750 2.48570 -0.1015 -0.0088 -0.0071
H 5.08270 1.00160 2.92820 -0.1571 0.1882 0.1858
H 7.55620 -0.12400 3.06800 0.1477 0.0766 0.1950
H 9.02660 -1.40260 1.07580 0.0833 -0.0344 -0.0516
H 8.21000 -1.65640 -0.48550 0.0833 -0.0180 -0.0493
H 7.90760 -2.75590 0.85890 0.0963 -0.0331 -0.0136
Br 0.25590 -6.13990 -4.37280 0.0211 0.3152 0.2294
C 0.22910 -4.65080 -3.17960 -0.0100 -0.1068 -0.0745
C 1.38650 -4.25350 -2.52980 -0.0917 -0.0034 -0.0359
C 1.30290 -3.17380 -1.66060 0.2037 -0.2410 -0.1183
N 0.18180 -2.50760 -1.42220 -0.1821 0.2811 0.0984
C -0.91460 -2.90480 -2.05490 -0.2910 -0.2436 -0.1931
C -0.95010 -3.96770 -2.94790 0.1600 -0.0721 -0.0119
H 2.32300 -4.76140 -2.69300 0.0918 -0.0338 0.0108
H 2.18420 -2.84290 -1.12880 0.1059 0.1032 0.0427
H -1.81530 -2.34840 -1.84140 -0.0267 0.0133 -0.0273
H -1.86980 -4.23960 -3.44070 -0.0669 -0.0304 -0.0135
S -2.65710 -2.43650 1.42700 -0.1524 0.0229 0.0679
C -3.33500 -3.16940 2.75590 0.2008 -0.0687 -0.4175
N -3.52090 -4.52910 2.74090 -0.0596 0.2378 0.0350
C -4.09220 -5.21840 3.75070 -0.2221 -0.1076 0.5359
C -4.48460 -4.57390 4.88070 -0.0126 -0.0933 -0.0723
C -4.29380 -3.17280 4.96990 0.0708 -0.1239 -0.2251
C -3.74940 -2.48580 3.92960 -0.1613 -0.0931 0.3194
H -3.24450 -4.99840 1.88720 0.0093 0.0859 0.0789
H -4.20820 -6.28350 3.61400 0.0065 0.0056 -0.0712
H -4.96010 -5.11220 5.68090 0.0110 -0.1661 0.0834
H -4.59290 -2.65470 5.86820 -0.0732 0.0914 0.0542
H -3.64380 -1.41110 3.94710 0.0694 0.0397 -0.0037
C -0.69190 2.40470 -4.68950 -0.1426 0.2900 0.2132
C -1.60010 3.55170 -4.26620 -0.0931 0.0260 -1.1575
C -3.05660 3.21910 -4.59990 0.1717 0.0394 0.2148
C -1.20270 4.86070 -4.95830 -0.0487 -0.3247 0.3396
O -1.42570 3.78260 -2.86880 0.0332 -0.3973 0.9000
P -1.60570 2.63410 -1.74530 -0.3461 1.0545 -0.1102
O -2.59190 1.59390 -2.12320 0.1794 0.6461 -0.1485
O -0.25020 2.12350 -1.26930 -0.1418 -0.3626 0.3180
O -2.07360 3.56620 -0.49610 0.4926 -0.5249 -0.4989
C -3.16640 4.48840 -0.40360 -0.5891 0.6725 0.1230
C -4.41460 3.95570 -1.10040 0.3106 -0.0792 0.1231
C -3.41900 4.67480 1.09770 0.1757 -0.1913 -0.3913
C -2.76360 5.82910 -1.02430 0.0357 -0.3347 0.0411
H -0.73510 2.23980 -5.76360 -0.0003 -0.0149 -0.0827
H -1.02430 1.51220 -4.16770 0.0147 -0.2029 -0.1016
H 0.32850 2.63370 -4.38880 0.1481 -0.0405 -0.0361
H -3.13630 2.93230 -5.64540 -0.0064 0.0228 -0.1387
H -3.69570 4.08250 -4.42650 -0.0759 0.1216 -0.0020
H -3.39330 2.39660 -3.97610 -0.0810 -0.0730 -0.0759
H -1.33500 4.76260 -6.03320 0.0096 -0.0054 -0.0960
H -0.16730 5.11340 -4.74290 0.1206 -0.0048 0.0029
H -1.83520 5.67080 -4.60210 -0.0656 0.0938 0.0153
H -4.69300 2.98110 -0.70950 -0.1046 -0.1159 0.0229
H -4.20950 3.84720 -2.15950 -0.1464 -0.0394 -0.1808
H -5.24520 4.64330 -0.95700 -0.0291 0.0823 -0.0055
H -3.62160 3.72020 1.57430 -0.0715 -0.1742 0.0682
H -4.27300 5.32810 1.25300 -0.0696 0.1050 0.0166
H -2.54290 5.11140 1.57020 0.0937 0.0838 0.0754
H -2.58280 5.70080 -2.08630 -0.0085 0.0818 -0.1025
H -1.84760 6.19550 -0.56660 0.0766 0.0673 0.0807
H -3.55870 6.55790 -0.87720 -0.0365 0.0562 0.0327
```
Forces are in eV/Å.